w:
{"formula": "C11H15N", "method": "ωB97M-V/def2-TZVPD", "total_charge": 0, "smiles": "Cc1c[nH]c2ccccc12.CC", "e_homo_ha": -0.28171, "species": ["C", "C", "H", "H", "H", "H", "H", "H", "C", "C", "C", "C", "C", "C", "C", "C", "C", "N", "H", "H", "H", "H", "H", "H", "H", "H", "H"], "xyz": [[1.423, 1.759, 1.833], [1.010, 2.831, 0.887], [1.468, 2.057, 2.801], [0.895, 0.804, 1.685], [2.513, 1.401, 1.719], [0.034, 3.292, 0.960], [1.870, 3.531, 0.775], [0.920, 2.467, -0.150], [1.824, -2.043, -1.355], [-1.265, -0.010, -0.738], [-0.613, -1.261, -0.537], [0.612, -1.221, -1.363], [0.619, -0.051, -2.147], [-2.493, 0.280, -0.173], [-2.762, -0.523, 0.905], [-2.105, -1.780, 1.272], [-1.095, -2.207, 0.375], [-0.571, 0.654, -1.824], [-3.213, 0.979, -0.676], [-3.415, -0.180, 1.746], [-0.598, 1.480, -2.181], [-2.531, -2.384, 2.016], [1.502, 0.343, -2.590], [-0.569, -3.148, 0.326], [2.784, -1.910, -1.895], [1.630, -3.152, -1.381], [2.123, -2.008, -0.286]]}


x:
{"formula": "C11H15N", "method": "ωB97M-V/def2-TZVPD", "total_charge": 0, "smiles": "Cc1c[nH]c2ccccc12.CC", "e_homo_ha": -0.28990, "species": ["C", "C", "C", "C", "C", "C", "C", "C", "C", "N", "H", "H", "H", "H", "H", "H", "H", "H", "H", "C", "C", "H", "H", "H", "H", "H", "H"], "xyz": [[-2.639, 1.210, -1.198], [-0.452, -1.377, 0.450], [-0.607, -0.557, -0.699], [-1.870, 0.188, -0.482], [-2.197, -0.121, 0.846], [0.695, -2.115, 0.528], [1.486, -2.292, -0.574], [1.366, -1.596, -1.733], [0.285, -0.708, -1.790], [-1.253, -0.963, 1.560], [1.007, -2.625, 1.488], [2.378, -2.970, -0.542], [-1.641, -1.711, 2.209], [2.210, -1.349, -2.327], [-3.016, 0.445, 1.225], [0.262, -0.108, -2.726], [-2.425, 1.178, -2.300], [-2.410, 2.221, -0.855], [-3.678, 1.042, -1.143], [2.720, 3.107, 1.735], [1.681, 2.964, 0.676], [3.358, 2.180, 1.873], [3.534, 3.762, 1.602], [2.211, 3.491, 2.678], [1.983, 2.359, -0.236], [1.504, 4.090, 0.505], [0.691, 2.521, 1.067]]}


Stability summary: most stable x, least stable w.


w:
{"formula": "C11H15N", "method": "ωB97M-V/def2-TZVPD", "total_charge": 0, "smiles": "Cc1c[nH]c2ccccc12.CC", "e_homo_ha": -0.29158, "species": ["C", "C", "C", "C", "C", "C", "C", "C", "C", "N", "H", "H", "H", "H", "H", "H", "H", "H", "H", "C", "C", "H", "H", "H", "H", "H", "H"], "xyz": [[0.986, -1.118, -2.883], [-0.407, -0.856, 0.588], [0.713, -0.856, -0.281], [0.203, -1.188, -1.592], [-1.139, -1.320, -1.499], [-0.307, -0.763, 1.963], [0.946, -0.399, 2.496], [1.967, -0.640, 0.274], [2.021, -0.339, 1.632], [-1.532, -1.262, -0.154], [-2.390, -0.775, 0.058], [-1.228, -0.917, 2.502], [-1.875, -1.495, -2.265], [0.958, -0.299, 3.571], [2.894, -0.849, -0.241], [0.914, -0.108, -3.298], [0.711, -1.865, -3.620], [2.993, 0.024, 1.958], [2.057, -1.177, -2.670], [-0.668, 3.692, 0.004], [-2.090, 3.153, 0.096], [-0.537, 4.424, -0.797], [-0.239, 4.253, 0.841], [0.015, 2.862, -0.199], [-2.461, 3.116, -0.931], [-2.711, 3.824, 0.688], [-2.118, 2.141, 0.481]]}


x:
{"formula": "C11H15N", "method": "ωB97M-V/def2-TZVPD", "total_charge": 0, "smiles": "Cc1c[nH]c2ccccc12.CC", "e_homo_ha": -0.28780, "species": ["C", "C", "C", "C", "C", "C", "C", "C", "C", "N", "H", "H", "H", "H", "H", "H", "H", "H", "H", "C", "C", "H", "H", "H", "H", "H", "H"], "xyz": [[-1.379, -2.897, -1.348], [0.455, -0.571, 0.872], [-0.690, -0.940, 0.152], [-0.354, -2.111, -0.577], [1.009, -2.292, -0.454], [0.543, 0.588, 1.687], [-0.628, 1.319, 1.797], [-1.905, -0.312, 0.529], [-1.862, 0.833, 1.307], [1.547, -1.325, 0.398], [2.431, -1.206, 0.872], [1.319, 0.794, 2.379], [1.524, -3.165, -0.861], [-0.678, 2.032, 2.601], [-2.687, -0.634, -0.100], [-1.884, -3.697, -0.767], [-1.002, -3.411, -2.253], [-2.709, 1.486, 1.444], [-2.314, -2.323, -1.568], [1.138, 2.817, -0.926], [1.541, 3.563, -2.191], [0.522, 3.495, -0.313], [0.473, 2.050, -1.264], [1.876, 2.569, -0.201], [2.566, 3.438, -2.456], [1.319, 4.649, -2.018], [0.935, 3.337, -3.054]]}


y:
{"formula": "C11H15N", "method": "ωB97M-V/def2-TZVPD", "total_charge": 0, "smiles": "Cc1c[nH]c2ccccc12.CC", "e_homo_ha": -0.29001, "species": ["C", "C", "H", "H", "H", "H", "H", "H", "C", "C", "C", "C", "C", "C", "C", "C", "C", "N", "H", "H", "H", "H", "H", "H", "H", "H", "H"], "xyz": [[-1.798, 3.512, -0.786], [-2.928, 3.696, -1.791], [-1.364, 2.518, -0.819], [-1.021, 4.271, -0.790], [-2.268, 3.443, 0.208], [-2.982, 4.731, -2.118], [-3.928, 3.478, -1.392], [-2.927, 2.986, -2.621], [3.565, -2.345, -0.030], [1.153, -1.403, 0.300], [2.134, -2.440, 0.408], [-0.010, -1.872, 0.977], [1.614, -3.437, 1.160], [-0.010, 0.635, -0.102], [-1.042, 0.227, 0.727], [1.043, -0.228, -0.439], [-1.118, -1.074, 1.211], [0.283, -3.132, 1.501], [0.067, 1.676, -0.356], [-1.951, 0.820, 0.784], [1.829, 0.130, -1.092], [-2.014, -1.445, 1.686], [4.144, -1.831, 0.734], [3.691, -1.813, -0.979], [2.023, -4.339, 1.581], [-0.216, -3.459, 2.306], [4.030, -3.305, -0.269]]}


Stability summary: most stable w, least stable x.


w:
{"formula": "C3H9NO3", "method": "ωB97M-V/def2-TZVPD", "total_charge": 0, "smiles": "NC(=O)CCO.O", "e_homo_ha": -0.35566, "species": ["C", "C", "O", "C", "N", "O", "H", "H", "H", "H", "H", "H", "H", "H", "H", "O"], "xyz": [[1.668, 0.399, -0.222], [0.525, -0.573, 0.194], [-0.648, -0.391, -0.477], [2.633, 0.537, 0.977], [2.009, 1.340, 1.841], [3.793, 0.051, 0.955], [1.250, 1.273, -0.651], [2.187, -0.053, -1.083], [1.009, -1.486, -0.103], [0.590, -0.653, 1.317], [-0.209, -0.554, -1.414], [2.395, 1.525, 2.762], [1.106, 1.854, 1.593], [-6.354, -1.826, -1.983], [-5.894, -0.377, -2.185], [-6.059, -1.066, -1.520]]}


x:
{"formula": "C3H9NO3", "method": "ωB97M-V/def2-TZVPD", "total_charge": 0, "smiles": "O=CNCCO.O", "e_homo_ha": -0.36524, "species": ["C", "N", "C", "C", "O", "O", "H", "H", "H", "H", "H", "H", "H", "H", "H", "O"], "xyz": [[0.941, 1.431, -0.441], [0.378, 0.209, -0.627], [-1.046, -0.025, -0.591], [-1.584, -0.551, 0.731], [-2.903, -0.057, 0.863], [2.111, 1.707, -0.614], [0.160, 2.185, -0.230], [0.987, -0.584, -0.453], [-1.586, 0.894, -0.843], [-1.289, -0.691, -1.425], [-1.533, -1.649, 0.749], [-0.949, -0.176, 1.540], [-3.308, -0.386, 1.669], [3.628, -1.376, -0.390], [3.031, 0.006, -0.092], [2.962, -0.938, 0.153]]}


y:
{"formula": "C3H9NO3", "method": "ωB97M-V/def2-TZVPD", "total_charge": 0, "smiles": "CC(=O)CO.NO", "e_homo_ha": -0.33875, "species": ["C", "C", "C", "O", "O", "H", "H", "H", "H", "H", "H", "N", "O", "H", "H", "H"], "xyz": [[0.595, 0.778, 1.264], [0.371, 1.141, -1.359], [0.957, 0.246, -0.303], [-0.727, 1.255, 1.480], [1.954, -0.447, -0.487], [-1.336, 0.500, 1.394], [1.292, 1.610, 1.381], [0.884, 0.059, 2.039], [-0.082, 0.521, -2.139], [-0.425, 1.780, -0.974], [1.162, 1.733, -1.822], [-0.431, -1.688, -0.101], [-1.842, -1.821, 0.121], [-1.966, -2.732, -0.241], [-0.246, -1.662, -1.111], [-0.160, -1.272, 0.859]]}


Stability summary: most stable x, least stable y.